(1)
Computed, not measured: 2 unconnected molecules or ions with the total composition CH2N2O in a non-equilibrium geometry, with wB97M-V/def2-TZVPD.

Element x y z (Å)
C  0.3872  0.7390  -0.3560
N  0.5547  -0.2538  -1.0371
N  -0.7857  -1.6802  0.2739
O  -0.8905  -1.0125  1.2076
H  1.1258  1.4398  -0.5731
H  -0.3915  0.7676  0.4848

Force components x, y, z for each atom (eV/Å):
-1.457 -0.466 1.475
-0.352 -2.102 -0.910
0.087 1.207 1.131
-0.239 -1.331 -0.994
0.933 2.244 0.161
1.028 0.447 -0.861

Computed properties:
HOMO (spin up / spin down): -9.33 / -8.88 eV
DFT total energy: -6092.26698 eV
LUMO level (spin up / spin down): -0.12 / -0.55 eV
Kohn-Sham gap (spin up / spin down): 9.206 / 8.338 eV
ΔE to the lowest compared entry with this formula, charge and spin: 4.7447 eV
Largest force on an atom: 2.4 eV/A

---

(2)
Computed, not measured: 2 unconnected molecules or ions with the total composition CH3Cl2OP in a non-equilibrium geometry, with wB97M-V/def2-TZVPD.

Element x y z (Å)
C  -0.3353  -0.4736  0.0146
O  -1.6192  -0.7345  -0.4088
P  0.3502  1.2487  0.0739
Cl  0.1060  1.5955  2.0959
Cl  2.3535  0.8865  0.0745
H  -0.1485  -1.1454  0.8106
H  0.8919  -1.1237  -1.3688
H  -1.5985  -0.2536  -1.2919

Force components x, y, z for each atom (eV/Å):
1.386 -1.580 -2.424
1.325 2.017 -1.943
-0.336 -0.154 -0.164
-0.176 0.015 0.002
0.080 -0.129 0.011
0.749 -0.415 0.905
-2.029 1.140 2.307
-0.997 -0.894 1.306

Computed properties:
HOMO (spin up / spin down): -9.45 / -9.44 eV
DFT total energy: -37464.47281 eV
LUMO level (spin up / spin down): -0.45 / -0.45 eV
Kohn-Sham gap (spin up / spin down): 8.994 / 8.992 eV
ΔE to the lowest compared entry with this formula, charge and spin: 4.5760 eV
Largest force on an atom: 3.3 eV/A

---

(3)
Computed, not measured: C2H3N3O in the gas phase, with wB97M-V/def2-TZVPD.

Element x y z (Å)
N  -0.7589  0.6942  1.3016
C  -0.1172  0.6387  0.1094
N  -0.3093  -0.6693  -0.4944
C  0.8398  -1.2182  -1.0896
N  0.2674  -0.6065  -1.9971
O  0.4902  1.5494  -0.4039
H  -1.2599  -0.1010  1.6614
H  -0.8218  1.5840  1.7693
H  1.6697  -1.8713  -0.8566

Force components x, y, z for each atom (eV/Å):
0.015 0.042 0.039
0.212 0.219 -0.070
-0.220 0.099 0.216
-0.085 0.233 -0.483
0.241 -0.372 0.273
-0.213 -0.358 0.197
-0.009 0.129 -0.174
0.080 -0.162 -0.038
-0.020 0.169 0.040

Computed properties:
HOMO: -9.84 eV
DFT total energy: -8637.81416 eV
LUMO level: 0.85 eV
Structure (SMILES): NC(=O)N1C=N1
Kohn-Sham gap: 10.694 eV
ΔE to the lowest compared entry with this formula, charge and spin: 2.6804 eV
Largest force on an atom: 0.5 eV/A

---

(4)
Computed, not measured: C6H11NO3S in the gas phase in a non-equilibrium geometry, with wB97M-V/def2-TZVPD.

Element x y z (Å)
C  0.2865  -0.8110  0.1645
C  -0.4981  0.2348  -0.0509
C  1.7974  -0.4905  0.1827
C  -0.1076  1.6979  -0.0182
C  2.1973  0.9147  -0.2600
C  -0.1805  -2.1578  0.3599
N  1.2758  2.0252  0.1740
O  -2.8583  -0.7391  0.8732
O  -2.4030  -0.4651  -1.5512
O  -2.8089  1.4422  -0.1513
S  -2.1859  0.1214  -0.0595
H  2.1853  -0.7521  1.2308
H  2.2002  -1.1662  -0.5211
H  -0.5705  2.0745  -0.9026
H  -0.6764  2.1294  0.8031
H  3.1259  1.2574  0.2202
H  2.2032  0.9392  -1.3613
H  0.2259  -3.0356  -0.0604
H  -1.2309  -2.2707  0.0132
H  -0.2163  -2.3093  1.4656
H  -3.1819  -0.9616  -1.7315
H  1.4207  2.3225  1.1808

Force components x, y, z for each atom (eV/Å):
2.075 1.856 -0.983
0.846 0.340 1.152
-0.811 -0.107 2.118
-0.432 -0.191 0.635
-0.914 1.584 0.961
-2.818 -1.115 1.499
0.574 -0.671 1.054
1.097 -0.582 0.096
2.113 0.266 0.072
1.630 -1.101 0.409
-5.392 1.633 -1.429
-0.372 0.311 -1.438
0.881 -1.050 -0.585
0.165 0.946 -0.878
-0.099 0.216 -0.057
0.180 -0.695 -0.818
0.401 0.128 0.386
1.676 -0.477 -0.673
0.519 0.300 0.508
-0.031 -0.156 -0.618
-1.288 -0.575 0.365
-0.001 -0.860 -1.774

Computed properties:
HOMO: -9.22 eV
DFT total energy: -24866.22134 eV
LUMO level: 0.56 eV
Structure (SMILES): CC1=C(S(=O)(=O)O)CNCC1
Kohn-Sham gap: 9.777 eV
ΔE to the lowest compared entry with this formula, charge and spin: 2.4133 eV
Largest force on an atom: 5.8 eV/A

---

(5)
Computed, not measured: a molecular structure, C5H11O3Sm in a non-equilibrium geometry, with wB97M-V/def2-TZVPD.

Element x y z (Å)
O  -1.3293  1.0081  0.6683
H  0.3262  0.8863  2.2135
C  2.2747  -0.1557  -1.3783
O  0.9838  -0.5760  -0.9420
C  -0.1019  0.2643  -1.3692
C  -0.4254  1.3522  -0.3562
H  3.0037  -0.8739  -0.9888
H  2.3019  -0.1555  -2.4759
H  2.5023  0.8485  -0.9951
H  -0.9657  -0.3836  -1.5550
H  0.1819  0.7298  -2.3223
H  -0.9123  2.1724  -0.8985
H  0.5001  1.7706  0.0703
C  -1.5731  -1.4714  1.0887
C  -1.3243  -0.0988  1.6440
O  0.0466  -0.0896  2.1005
Sm  0.7093  -1.8931  0.8719
H  -1.9391  -2.1382  1.8819
H  -2.2993  -1.4365  0.2682
H  -1.9600  0.2401  2.4742

Force components x, y, z for each atom (eV/Å):
-1.821 -0.447 1.039
-0.695 -2.208 0.048
0.224 0.310 -0.278
0.085 0.362 -0.787
-0.261 0.465 -0.449
0.064 -0.466 0.128
-0.063 0.148 -0.117
0.109 -0.009 0.280
-0.002 -0.237 -0.123
0.176 0.170 0.136
-0.006 -0.116 0.152
0.012 -0.173 0.224
0.064 -0.115 -0.172
-1.140 0.351 -0.303
0.329 1.220 -1.783
1.393 2.761 1.485
1.568 -2.326 0.655
-0.188 0.177 -0.090
0.022 0.000 0.373
0.130 0.132 -0.417

Computed properties:
HOMO (spin up / spin down): -10.57 / -11.52 eV
DFT total energy: -29401.14116 eV
LUMO level (spin up / spin down): -3.63 / -3.67 eV
Multiplicity: 7
Charge: +1
Kohn-Sham gap (spin up / spin down): 6.946 / 7.848 eV
ΔE to the lowest compared entry with this formula, charge and spin: 1.1957 eV
Largest force on an atom: 3.4 eV/A

---

(6)
Computed, not measured: C5H10NP in the gas phase in a non-equilibrium geometry, with wB97M-V/def2-TZVPD.

Element x y z (Å)
C  -0.1004  0.6721  0.3290
C  0.5366  -0.5857  0.8391
C  -1.0330  0.8192  -0.6007
C  2.0377  -0.5617  0.4577
C  -1.6083  -0.2991  -1.5297
N  0.4059  -0.7120  2.2233
P  -0.3432  -0.0368  3.4026
H  -1.2272  1.0867  2.8527
H  0.3150  1.3707  0.9775
H  0.1989  -1.4849  0.4774
H  -1.3709  1.8177  -0.6192
H  2.5198  -1.3325  0.8988
H  2.5542  0.2512  0.9139
H  2.3094  -0.6644  -0.5331
H  -1.2011  -1.1981  -1.3328
H  -1.2948  -0.1027  -2.5075
H  -2.5921  -0.4585  -1.3821

Force components x, y, z for each atom (eV/Å):
-0.488 -2.707 -0.558
1.688 1.856 -1.272
0.262 -1.378 0.174
-1.375 1.313 1.384
2.512 3.737 1.541
-0.009 0.056 2.171
-0.445 0.449 -0.508
0.692 -0.792 0.145
0.053 2.349 0.488
-1.317 -2.070 -1.359
-0.834 1.008 -0.867
1.224 -2.998 1.687
0.107 1.255 0.042
-0.150 0.301 -2.407
1.849 -3.070 1.109
-0.205 0.578 -1.755
-3.565 0.111 -0.014

Computed properties:
HOMO: -8.99 eV
DFT total energy: -16122.91496 eV
LUMO level: -0.12 eV
Structure (SMILES): [H]/P=N\[C@H](C)/C=C\C
Kohn-Sham gap: 8.866 eV
ΔE to the lowest compared entry with this formula, charge and spin: 1.9940 eV
Largest force on an atom: 4.8 eV/A

---

(7)
Computed, not measured: 2 unconnected molecules or ions with the total composition C2H8S2, with wB97M-V/def2-TZVPD.

Element x y z (Å)
S  -0.2404  2.0335  -1.5498
C  -0.9541  1.9172  0.1143
H  -0.3701  0.7269  -1.8636
H  -1.7055  2.7059  0.2876
H  -0.1213  2.0630  0.8226
H  -1.4196  0.9376  0.3154
S  1.0428  -1.3456  1.6474
C  0.4671  -1.8435  -0.0228
H  2.3553  -1.3792  1.3335
H  0.7492  -2.8750  -0.2930
H  0.8299  -1.1617  -0.8103
H  -0.6333  -1.7791  0.0187

Force components x, y, z for each atom (eV/Å):
-0.269 -0.433 -0.215
0.169 0.082 0.838
0.047 0.344 0.010
0.335 -0.349 -0.262
-0.537 -0.148 -0.122
0.260 0.482 -0.246
0.282 -0.205 -0.726
-0.259 -0.004 -0.180
-0.249 0.045 0.196
-0.103 0.452 0.316
-0.134 -0.197 0.481
0.457 -0.069 -0.090

Computed properties:
HOMO: -9.03 eV
DFT total energy: -23873.74716 eV
LUMO level: 0.76 eV
Structure (SMILES): CS.CS
Kohn-Sham gap: 9.796 eV
ΔE to the lowest compared entry with this formula, charge and spin: 0.3997 eV
Largest force on an atom: 0.9 eV/A